Record 1
12
Properties=species:S:1:pos:R:3:forces:R:3:mulliken_spin:R:1 method="wB97M-V/def2-TZVPD" e_above_lowest_kj_mol=146.40 s_squared=2.0128 spin_multiplicity=3
C 1.60878 -0.18481 0.38656 0.40 0.89 1.83 0.04
C -1.26223 -0.02064 1.09271 -1.62 -0.02 -1.57 1.43
C -0.03587 -0.70118 -1.54030 -0.82 3.21 0.73 0.01
C 0.71863 0.13526 -0.54942 2.11 1.87 0.50 0.06
O 2.28183 -0.12979 1.36250 -1.07 -0.73 -1.84 0.04
S -1.19027 1.08059 2.33788 -0.99 1.07 1.17 0.27
Cl -2.72107 0.16922 0.13155 0.97 -0.55 0.39 0.14
H -0.42048 -1.49810 -0.97312 -0.96 -1.18 0.05 0.00
H -0.79819 -0.00591 -2.02036 0.70 -1.40 0.64 0.00
H 0.68025 -0.97536 -2.22589 1.13 -1.11 -2.00 0.00
H 0.03015 0.90276 2.73628 1.39 -0.28 0.23 0.02
H 1.10846 1.22797 -0.73839 -1.23 -1.76 -0.12 -0.01

---

Record 2
11
Properties=species:S:1:pos:R:3:forces:R:3:mulliken_charge:R:1 method="wB97M-V/def2-TZVPD" e_above_lowest_kj_mol=126.76 smiles="S=CC/C=C/Cl"
C 1.80151 0.22956 -0.36130 -0.88 0.00 -0.34 -0.40
C 0.71706 -0.13981 0.34069 0.84 0.79 -0.05 -0.08
C -0.63220 0.47884 0.15890 0.36 -0.45 -2.06 -0.40
C -1.74287 -0.55221 -0.05042 2.30 -1.03 0.06 -0.20
H 1.81934 0.98198 -1.17027 -0.48 -0.46 0.62 0.29
H 0.76190 -0.80485 1.18028 0.52 -0.66 0.08 0.34
H -0.99127 0.97563 1.00016 -0.15 1.15 1.86 0.29
H -0.48043 1.25618 -0.60722 -0.89 -0.33 -0.10 0.32
H -1.35461 -1.58746 0.11577 -0.31 0.63 -0.14 0.26
S -3.27238 -0.35811 -0.35170 -1.27 0.49 -0.32 -0.25
Cl 3.37393 -0.47973 -0.25490 -0.04 -0.13 0.39 -0.17

---

Record 3
12
Properties=species:S:1:pos:R:3:forces:R:3:mulliken_charge:R:1 method="wB97M-V/def2-TZVPD" e_above_lowest_kj_mol=245.53 smiles="C=C(CCl)C(=S)S"
C 0.85810 0.37800 -1.14139 0.71 1.63 0.41 0.23
C -0.06418 -0.17562 0.03703 -1.45 1.17 -2.65 0.25
C -0.21623 -1.38907 0.60446 0.02 1.04 1.78 -0.79
C -1.02170 0.93047 0.45876 -0.91 -2.58 0.11 -0.73
H 1.90559 -0.91419 -0.05503 1.66 -0.70 -1.44 0.12
H -0.91153 -1.40646 1.53835 1.09 -0.29 -2.02 0.19
H 0.45096 -2.23716 0.49837 -0.22 -0.01 -0.34 0.40
H -1.46901 0.47051 1.37363 -0.28 1.33 -0.77 0.35
H -0.29089 1.66706 0.65586 -0.47 2.05 0.19 0.45
S 2.28607 -0.64631 -1.39105 -1.43 -0.05 1.93 -0.16
S 0.88641 1.97354 -1.77548 -0.67 -3.10 1.06 -0.13
Cl -2.41358 1.34924 -0.80351 1.95 -0.48 1.76 -0.17

---

Record 4
10
Properties=species:S:1:pos:R:3:forces:R:3:mulliken_charge:R:1 method="wB97M-V/def2-TZVPD" e_above_lowest_kj_mol=768.12
C 1.09060 -0.37787 0.51953 -1.43 0.59 -0.44 -0.23
C 0.25042 0.75873 -0.22173 -1.80 4.86 0.56 -0.31
C -1.31825 0.38389 -0.31956 -0.15 -5.11 1.45 0.03
C -2.12290 -0.63587 -0.15519 1.53 3.07 -3.40 -0.46
H 1.87942 -0.02907 1.92047 -2.00 -0.94 -4.43 0.28
H 0.09364 -1.25976 0.79327 3.99 2.07 -1.09 0.25
H 0.63121 1.05012 -1.31668 -0.87 -1.26 2.57 0.29
H 0.38879 2.05608 0.30735 -0.56 -4.23 -1.20 0.23
H -2.85429 -1.40606 -0.75360 1.99 2.34 2.21 0.25
F 1.96135 -0.54019 -0.77386 -0.70 -1.38 3.78 -0.33

---

Record 5
14
Properties=species:S:1:pos:R:3:forces:R:3:mulliken_charge:R:1 method="wB97M-V/def2-TZVPD" e_above_lowest_kj_mol=25.99 total_charge=+1
C 2.05653 -0.96471 -0.62349 -3.49 0.18 -0.16 0.12
C 1.18054 -1.13124 0.59847 1.52 1.52 -0.79 0.56
C -1.47543 1.01963 -0.66693 -0.48 0.62 0.51 0.49
C 0.55325 -0.12892 1.24513 2.82 0.88 0.58 -0.49
N -0.44026 1.26138 -1.11297 1.73 -0.95 -0.82 -0.17
N -2.67443 0.94196 -0.17510 0.59 -0.09 -1.24 -0.38
O 1.83173 -0.03078 -1.38434 0.58 0.36 -0.06 -0.52
F 1.17152 -2.36048 1.00656 -0.68 -1.50 0.53 -0.24
F -0.15012 -0.38933 2.31648 -0.92 -0.36 0.56 -0.23
H 2.49482 -1.88120 -1.01852 1.05 0.05 0.40 0.40
H 1.01338 0.90868 1.31253 -1.10 -1.13 -1.00 0.44
H 0.56247 0.75003 -1.37310 -0.75 0.57 0.64 0.41
H -2.77041 1.06555 0.84445 -0.69 -0.12 -0.97 0.29
H -3.35359 0.93943 -0.96917 -0.17 -0.02 1.82 0.30

---

Record 6
18
Properties=species:S:1:pos:R:3:forces:R:3:mulliken_charge:R:1 method="wB97M-V/def2-TZVPD" total_energy_ha=-1844.315288 total_charge=+1
O 3.45970 -1.13077 -0.19306 -0.33 -2.60 -2.60 -0.82
C 2.66129 -0.11394 -0.01316 -0.90 0.31 0.39 0.77
O 3.03959 0.97220 -0.62166 1.30 -0.06 0.79 -0.37
C 1.45214 -0.21551 0.71648 0.82 -0.55 0.13 -1.06
In -0.16824 0.97672 -0.43406 -0.92 0.94 -0.23 0.72
C -1.91264 -0.44955 -0.37983 0.67 0.49 0.24 0.18
F -1.51544 -1.70676 0.05181 0.00 -0.10 -0.13 -0.30
F -2.40547 -0.62084 -1.63948 -0.08 -0.07 0.06 -0.28
C -3.07379 0.01098 0.55077 -0.35 -0.69 -0.36 0.81
F -4.25011 -0.08008 -0.06975 -0.16 0.07 -0.03 -0.25
F -2.91611 1.27604 0.94014 0.10 0.18 0.01 -0.24
F -3.13446 -0.75458 1.64315 0.11 0.08 0.24 -0.26
H 2.69446 1.76324 -0.17196 -0.47 0.10 -0.41 0.39
H 1.14547 -1.24936 0.84779 0.20 -0.16 0.23 0.33
H 1.60386 0.22756 1.70132 -0.61 0.63 -0.05 0.41
H 0.38614 1.36123 -2.05367 0.20 -0.50 0.12 -0.30
H -0.32936 2.47944 0.44440 0.20 -0.31 0.08 -0.25
Ti 3.26295 -2.74599 -1.31923 0.22 2.24 1.54 1.52

---

Record 7
21
Properties=species:S:1:pos:R:3:forces:R:3:mulliken_charge:R:1 method="wB97M-V/def2-TZVPD" total_energy_ha=-1500.853016 total_charge=-1
O -4.17243 1.31743 0.94406 0.21 0.16 0.63 -0.43
N -3.00008 1.23848 1.07352 -0.09 -0.41 -0.40 0.19
O -2.63047 0.06041 1.70331 -0.50 -0.14 -0.84 -0.15
C -1.51519 -0.51892 0.92389 0.16 0.96 0.85 -0.65
P 0.20269 0.10636 1.57259 0.18 0.75 1.09 0.26
F -0.51336 0.64482 3.02145 0.20 -0.24 -0.17 -0.40
C 1.10088 -0.53546 -0.02269 -1.07 0.14 0.68 0.62
F 2.42901 -0.30128 0.07511 0.84 0.44 -0.22 -0.33
F 1.00220 -1.89603 -0.04843 -0.05 -0.65 -0.23 -0.30
C 0.62032 -0.05493 -1.42219 1.70 -0.89 -0.12 0.58
F -0.10365 -1.03259 -1.98551 -0.79 -0.43 -0.38 -0.30
F -0.09986 1.05313 -1.42962 -0.52 0.85 0.25 -0.29
C 1.79275 0.17801 -2.41742 -1.98 0.38 -0.18 0.57
F 2.49684 1.22737 -2.11514 1.24 1.14 0.71 -0.26
F 1.24714 0.44648 -3.61125 -0.45 0.06 -0.94 -0.29
F 2.53788 -0.87210 -2.57506 1.13 -1.29 0.10 -0.26
H -1.74316 -0.26963 -0.11117 0.20 -0.35 -0.15 0.32
H -1.57247 -1.58171 1.13236 -0.16 -0.17 -0.17 0.32
H -0.00361 1.43965 1.03522 -0.18 -0.25 -0.28 -0.14
H 1.48977 0.54533 2.07476 0.07 -0.01 -0.11 0.04
H 0.43479 -1.19482 2.18222 -0.13 -0.04 -0.13 -0.11

---

Record 8
18
Properties=species:S:1:pos:R:3:forces:R:3:mulliken_charge:R:1 method="wB97M-V/def2-TZVPD" e_above_lowest_kj_mol=212.11
C 1.41065 -0.72015 -1.15175 2.05 -0.95 -2.72 -0.06
C 0.79439 0.46725 -1.27922 2.25 -2.53 0.88 -0.51
C -0.12307 0.76205 -0.21235 0.12 1.88 2.31 -0.17
C -0.12923 -0.44067 0.67305 -4.24 -2.91 -1.36 0.29
N -1.99955 -1.40282 0.07869 1.93 1.84 0.69 -0.62
N 1.02352 1.37197 -2.30664 -0.09 1.17 -2.12 0.97
O 1.88245 1.13581 -3.18181 -1.51 0.68 1.56 -0.58
O 0.23802 2.33826 -2.26639 1.44 -0.67 -0.67 -0.57
O 1.03647 0.68645 2.63505 -0.74 -1.00 0.14 -0.52
O -0.21900 -1.44530 3.11957 -0.12 0.74 -0.48 -0.55
F -1.37883 0.70376 2.45781 1.15 -1.23 0.49 -0.26
S 0.94552 -1.71635 0.17524 0.62 0.28 -0.41 -0.11
S -0.03561 -0.23840 2.38765 -0.80 2.27 0.68 1.19
H 2.17880 -1.16547 -1.90927 -1.59 1.08 1.49 0.34
H 0.21535 1.57144 0.52583 -0.28 -0.39 -1.54 0.28
H -1.00454 1.09548 -0.73261 -1.11 -0.13 0.74 0.38
H -2.74241 -0.72449 0.37070 0.81 -0.84 0.13 0.25
H -2.09293 -2.27881 0.61644 0.10 0.71 0.21 0.25

---

Record 9
14
Properties=species:S:1:pos:R:3:forces:R:3:mulliken_charge:R:1 method="wB97M-V/def2-TZVPD" e_above_lowest_kj_mol=297.44
C 2.04275 -1.88590 -1.74248 0.64 0.67 -2.46 -0.44
C 1.06590 -0.92543 -1.46267 -1.89 0.09 0.25 0.61
C 0.49595 -1.32546 -0.29814 -2.44 1.55 1.92 -0.29
C -1.32241 1.28526 -0.12138 0.52 -1.76 -4.20 -0.63
N 2.12512 -2.73823 -0.76483 0.92 -0.69 0.88 -0.73
N 1.19761 -2.37276 0.15708 0.49 -0.57 -0.50 0.19
O -2.32744 -0.59836 1.53642 0.32 0.20 -0.50 -0.47
F 0.43521 0.06888 -2.16611 1.12 -0.63 -0.60 -0.27
S -1.87696 -0.44995 0.14676 2.14 -0.45 -0.08 0.57
H 2.62603 -1.98407 -2.68612 -0.37 -0.01 1.14 0.38
H -2.09267 1.76937 -0.84450 1.44 -0.78 1.26 0.28
H -0.26924 1.15176 -0.59504 -2.19 0.73 0.71 0.18
H -1.25739 1.74969 0.78019 0.03 1.38 2.62 0.34
H 1.37232 -2.74871 1.08618 -0.75 0.26 -0.44 0.28

---

Record 10
13
Properties=species:S:1:pos:R:3:forces:R:3:mulliken_charge:R:1 method="wB97M-V/def2-TZVPD" e_above_lowest_kj_mol=76.97 total_charge=-1
C 0.58626 0.59229 0.18707 -0.74 -2.18 0.23 0.41
C -1.82623 -0.77257 0.13483 0.12 1.94 -0.21 0.64
C 1.50858 -0.61446 -0.00958 3.43 -0.79 0.68 -1.01
C -0.57536 0.52841 -0.68403 -2.97 0.01 -0.97 -0.10
N 0.74505 1.30624 1.25399 0.44 0.21 -1.18 -0.84
O -2.83947 -0.26142 0.56651 0.68 0.10 -0.25 -0.62
O -1.31656 -1.83737 -0.03890 0.45 -1.73 -0.08 -0.57
F -1.31964 1.73439 -0.75014 0.45 0.13 0.43 -0.36
H 1.46723 -1.56312 0.62980 -0.72 1.78 -0.18 0.23
H 2.56492 -0.18709 0.20274 -1.45 -0.66 -0.10 0.31
H 1.67463 -1.10793 -0.98741 -0.91 0.91 -0.07 0.32
H -0.73945 0.11500 -1.74124 1.50 0.36 1.62 0.33
H 0.07003 2.06762 1.23636 -0.27 -0.06 0.09 0.26

---

Table of molecular weight (g/mol), in record order: 136.60, 120.60, 152.67, 72.08, 135.09, 342.76, 282.05, 228.23, 148.16, 118.09